Below is a structure of composition C25H19Br2IrN4O5, with properties calculated with ωB97M-V/def2-TZVPD.

Multiplicity: 2
Charge: +1
E_tot (a.u.): -6811.3528
HOMO energy (spin up / spin down) (eV): -10.706 / -10.499
LUMO energy (spin up / spin down) (eV): -3.56 / -3.50
Expectation value of S²: 0.752

Geometry as XYZ:
```
56
Properties=species:S:1:pos:R:3:mulliken_charge:R:1
Ir -2.26 0.34 0.12 1.577
C -4.04 -2.55 -1.00 -1.014
O -2.80 -1.85 -0.92 -0.149
C -1.71 -2.32 -1.57 0.673
C -1.68 -3.47 -2.34 -0.442
C -0.47 -3.85 -2.96 -0.809
Br -0.44 -5.43 -3.99 -0.180
C 0.66 -3.09 -2.81 -0.720
C 0.62 -1.92 -2.03 0.877
C -0.55 -1.52 -1.37 0.832
O -0.57 -0.44 -0.60 -1.936
C 1.81 -1.09 -1.91 0.267
N 1.89 0.04 -1.20 0.470
C 3.17 0.58 -1.33 0.551
C 3.75 1.73 -0.81 -0.771
C 5.07 1.96 -1.15 -0.601
C 5.78 1.09 -1.99 -0.500
C 5.20 -0.05 -2.51 -0.942
C 3.88 -0.29 -2.16 0.387
N 3.00 -1.32 -2.50 -0.033
H -4.39 -2.58 -2.03 0.369
H -4.74 -1.98 -0.39 0.257
H -3.94 -3.56 -0.60 0.375
H -2.56 -4.07 -2.48 0.570
H 1.56 -3.40 -3.31 0.490
H 1.07 0.38 -0.71 -0.187
H 3.20 2.40 -0.17 0.514
H 5.56 2.85 -0.77 0.416
H 6.81 1.32 -2.24 0.408
H 5.75 -0.72 -3.16 0.427
H 3.19 -2.08 -3.12 0.229
Br -4.37 5.91 4.56 -0.153
C -3.38 4.86 3.35 0.047
C -2.05 4.57 3.63 -0.288
N -1.28 3.87 2.80 -0.610
C -1.85 3.42 1.68 -0.467
C -3.19 3.59 1.35 0.454
C -3.96 4.37 2.20 -0.444
C -3.82 3.02 0.11 0.412
O -4.71 3.61 -0.43 -0.555
O -3.42 1.82 -0.37 -0.585
H -1.60 4.92 4.55 0.379
H -1.18 2.92 0.99 0.709
H -4.99 4.58 1.95 0.553
O -1.86 -0.93 1.63 -0.738
N -0.56 -1.13 1.96 0.570
C -0.05 -2.33 1.69 -0.018
C 1.26 -2.62 2.02 -0.890
C 2.03 -1.64 2.64 -0.176
C 1.45 -0.41 2.93 -0.813
C 0.14 -0.17 2.59 -0.253
H -0.73 -3.02 1.21 0.512
H 1.66 -3.60 1.80 0.468
H 3.05 -1.85 2.91 0.444
H 2.01 0.37 3.44 0.489
H -0.39 0.74 2.82 0.550
```



Below is a structure of composition C25H19ClN5O6RbS3, with properties calculated with ωB97M-V/def2-TZVPD.

Charge: -2
E_tot (a.u.): -3368.4227
HOMO energy (eV): -2.195
LUMO energy (eV): 3.98

Geometry as XYZ:
```
60
Properties=species:S:1:pos:R:3:mulliken_charge:R:1
Rb 0.86 0.12 0.45 1.071
S 4.16 1.62 -0.56 -0.428
C 2.99 2.80 -0.89 0.007
N 1.76 2.86 -0.45 -0.239
C 1.07 3.94 -0.95 -0.701
C -0.28 4.22 -0.69 -0.289
C -0.87 5.32 -1.27 -0.589
C -0.15 6.17 -2.12 -0.378
C 1.19 5.90 -2.40 -0.489
C 1.78 4.79 -1.81 0.906
S 3.39 4.17 -1.98 -0.315
H -0.84 3.56 -0.04 0.459
H -1.92 5.53 -1.07 0.363
H -0.63 7.02 -2.57 0.350
H 1.75 6.54 -3.06 0.355
N -3.69 1.63 0.88 -0.738
C -3.55 1.56 -0.58 -0.670
C -2.51 0.57 -1.13 0.588
O -1.68 0.10 -0.33 -0.527
O -2.58 0.35 -2.37 -0.870
H -2.78 1.86 1.26 0.312
H -3.85 0.68 1.22 0.298
H -3.27 2.55 -0.95 0.142
H -4.52 1.32 -1.03 0.368
O 0.35 -5.09 4.57 -0.614
C -0.12 -5.59 3.46 0.487
O -0.64 -6.69 3.39 -0.666
C 0.04 -4.75 2.23 -0.143
C -0.30 -5.15 0.95 0.281
Cl -1.14 -6.56 0.45 -0.172
N 0.03 -4.16 0.09 0.701
N 0.55 -3.11 0.75 -0.813
C 0.56 -3.44 2.03 0.078
C 1.06 -2.41 3.04 0.854
O 1.23 -2.82 4.22 -0.841
O 1.23 -1.26 2.62 -0.643
C -0.06 -4.09 -1.34 0.191
C -0.32 -2.85 -1.92 -0.109
C -0.40 -2.75 -3.30 -0.046
C -0.22 -3.87 -4.10 -0.704
C 0.07 -5.09 -3.51 -0.600
C 0.16 -5.21 -2.13 -0.610
H 0.79 -4.13 4.41 0.477
H -0.43 -1.97 -1.32 0.330
H -0.59 -1.78 -3.74 0.328
H -0.28 -3.78 -5.18 0.400
H 0.25 -5.97 -4.12 0.326
H 0.42 -6.15 -1.68 0.438
S 1.56 0.64 -3.51 -0.238
C 0.39 1.01 -4.64 0.456
N -0.94 0.85 -4.38 0.168
C -1.93 1.10 -5.26 -0.182
C -1.67 1.55 -6.52 -0.751
C -0.31 1.75 -6.86 0.016
C 0.68 1.49 -5.96 -0.873
H -1.26 0.52 -3.45 -0.033
H -2.92 0.92 -4.87 0.413
H -2.47 1.75 -7.21 0.395
H -0.05 2.12 -7.85 0.337
H 1.72 1.65 -6.20 0.380
```



Below is a structure of composition C25H19CrN6OS2, with properties calculated with ωB97M-V/def2-TZVPD.

Multiplicity: 3
Charge: +1
E_tot (a.u.): -3208.5766
HOMO energy (spin up / spin down) (eV): -9.740 / -9.190
LUMO energy (spin up / spin down) (eV): -2.83 / -2.86
Expectation value of S²: 2.023

Geometry as XYZ:
```
54
Properties=species:S:1:pos:R:3:mulliken_charge:R:1
Cr -0.10 -0.21 -0.52 0.214
N 3.90 -0.12 1.28 -0.042
C 3.35 -0.06 2.55 0.370
C 3.96 -0.02 3.80 -1.249
C 3.11 0.03 4.89 -0.412
C 1.71 0.02 4.72 -0.848
C 1.13 -0.03 3.47 0.193
C 1.97 -0.07 2.36 0.065
N 1.69 -0.13 0.99 0.463
C 2.86 -0.15 0.41 0.434
C 2.97 -0.21 -1.04 -0.568
C 4.05 -0.23 -1.87 -0.259
S 3.52 -0.24 -3.49 -0.114
C 1.91 -0.30 -2.97 -0.375
N 1.75 -0.25 -1.68 0.450
H 4.88 -0.14 1.05 0.229
H 5.03 -0.01 3.92 0.406
H 3.52 0.07 5.88 0.395
H 1.08 0.05 5.60 0.458
H 0.05 -0.04 3.38 0.107
H 5.09 -0.21 -1.62 0.415
H 1.08 -0.35 -3.66 0.322
O -1.05 1.14 0.68 -0.523
N -1.67 0.74 1.80 0.484
C -2.12 1.73 2.62 -0.291
C -2.80 1.44 3.76 -0.746
C -3.04 0.10 4.08 -0.259
C -2.58 -0.88 3.24 -0.832
C -1.86 -0.58 2.06 0.631
S -1.26 -1.76 0.99 -0.553
H -1.87 2.71 2.26 0.466
H -3.14 2.25 4.39 0.442
H -3.58 -0.17 4.97 0.418
H -2.74 -1.93 3.45 0.440
C -1.32 3.33 -2.72 -0.920
C -2.07 2.81 -3.76 -0.538
C -2.20 1.44 -3.88 -0.955
C -1.56 0.63 -2.95 0.546
N -0.85 1.14 -1.93 0.438
C -0.74 2.46 -1.82 -0.163
C -1.56 -0.86 -3.01 0.492
C -2.18 -1.58 -4.03 -0.961
C -2.05 -2.96 -4.04 -0.551
C -1.31 -3.57 -3.04 -1.018
C -0.75 -2.78 -2.04 -0.227
N -0.87 -1.46 -2.03 0.888
H -1.20 4.40 -2.59 0.425
H -2.56 3.46 -4.48 0.441
H -2.78 1.01 -4.68 0.407
H -0.19 2.81 -0.95 0.557
H -2.75 -1.08 -4.80 0.401
H -2.51 -3.54 -4.82 0.444
H -1.18 -4.64 -3.00 0.423
H -0.21 -3.22 -1.21 0.539
```



Asked for ΔE to the lowest compared entry with this formula, charge and spin across the records above, the calculation gives 0.825; 0.384; 0.000 eV in order.